DFT (the ωB97M-V functional and the def2-TZVPD basis) results for a cluster of 10 separate species, C26H58Cl8N6O6 in total at a distorted geometry.

Structure (XYZ):
```
104
C26H58Cl8N6O6 (the ωB97M-V functional and the def2-TZVPD basis)
H 0.48193 -3.32945 2.77291
C 4.69648 -0.09098 -3.79749
C -5.65972 2.03108 1.04152
H -0.28926 3.22909 5.09253
H 4.68754 -2.67262 -2.76438
C 3.16953 -2.23699 3.49395
Cl -0.44906 1.72199 -0.39580
H 0.98785 -2.41225 -5.72130
H -0.89217 1.30418 6.70013
H 4.46831 -5.04644 -1.62998
C 1.62471 4.68106 -0.14603
C 3.85812 0.83883 -2.88432
H -4.91176 -0.84703 -0.40727
H -1.30102 -2.12315 3.62277
H -1.85440 -3.90623 -0.16901
C -1.12094 0.74794 5.79108
Cl 2.84807 3.74596 -1.05382
H -5.41265 2.95626 -1.33539
H 1.66193 -4.00144 -5.08428
C 3.21393 -1.26820 5.78583
H -1.68420 -0.13145 6.10336
H -1.95727 2.68502 -2.34658
C -2.13818 -3.02940 0.41300
H 3.46369 0.21666 2.60257
H 3.23959 -1.97522 2.42682
H -5.45315 1.52384 1.99664
H 4.43943 0.64824 4.06871
H -1.02015 -4.25261 -2.86713
H 5.63165 -0.47125 -3.38644
H -3.24963 0.40003 4.58922
N -1.77725 1.65995 4.86481
C -2.44957 1.80453 -5.36734
C -3.82667 3.49746 -4.25720
N 3.27403 -1.15637 4.32426
H 3.81943 0.54642 -1.83498
O -3.15740 -1.97607 2.81476
C -0.52432 0.42248 0.75267
N -5.15874 1.30164 -0.01330
O -6.13062 3.17160 1.02902
H -4.30502 -0.25878 1.22903
C -1.97844 -2.32493 2.77863
H 0.74210 4.04163 -0.13150
H -1.23621 0.70254 1.52912
C -2.79255 1.26428 4.08290
C -4.51003 -0.02448 0.18444
Cl 2.07762 -0.48649 0.22888
C 3.61022 -4.37882 -1.70776
C -0.33021 -4.23264 -3.71074
H 3.11990 5.64159 1.11218
H 3.04676 -4.67461 -2.59271
H -1.80395 3.57673 4.24306
H -0.15505 0.46594 5.37200
C 0.04339 -3.33237 1.77503
C -5.19937 1.88820 -1.37842
H 2.94339 -2.26395 6.13709
H 2.22717 -2.38929 -4.46582
H 0.43941 -0.96050 -3.63712
H 1.43708 5.79566 1.79448
H -3.26146 1.84178 -6.11007
H -0.51748 2.56498 3.55294
H 4.17761 -1.03948 6.24093
H -0.94616 -4.45874 -4.58113
Cl 2.16877 1.08534 -3.46378
O -1.39358 1.10939 -5.55392
C -1.06943 2.80186 4.46253
H -1.93110 -2.20488 -0.26918
H -1.09968 3.67999 -3.57459
H -3.55638 4.54246 -4.10550
O 2.89346 -3.39055 3.85800
H 4.06676 -0.85693 -4.25012
H 0.60852 -2.69679 1.09329
C 1.39720 -2.96486 -4.87564
H 2.54676 -0.53001 6.23086
H -0.74801 -0.43321 0.11561
H 2.82750 0.96125 4.09338
H 0.30059 -5.08583 -3.46122
H 1.43311 1.21863 1.54196
C 0.92022 0.27547 1.35359
H -4.26592 1.75521 -1.92531
C -1.53387 2.70558 -3.35077
H 1.33957 5.56981 -0.70900
Cl 5.16531 0.90380 -5.17883
H 3.26010 -2.14112 -1.85059
H 4.30839 1.82933 -2.81896
H -5.96704 1.32378 -1.90779
H -4.47456 3.23003 -3.42244
Cl 5.12462 -2.25107 -0.61086
C 2.14361 5.17498 1.24342
C -0.01849 -1.87450 -3.22830
O -0.88055 -1.88921 -2.39776
H -4.55261 3.50207 -5.07027
C 4.06449 -2.87544 -1.89330
N 0.43239 -3.00306 -3.85094
H -3.19225 -3.05005 0.68980
C 3.51302 0.21518 3.69145
Cl 2.39326 -4.53006 -0.39400
H 0.86472 -0.20718 2.32933
N -2.65016 2.60362 -4.30706
O -3.12505 1.87972 3.04987
H -3.46616 0.00776 -0.12766
H -0.79690 1.90250 -3.35864
N -1.38170 -2.93083 1.71246
Cl 2.43492 3.79776 2.37755
H -0.08106 -4.32530 1.34294
```

Its relative energy (zero: lowest compared OMol25 entry of this formula, charge and spin) is 1.858 eV. The structure (SMILES) is CN(C)C=O.CN(C)C=O.CN(C)C=O.CN(C)C=O.CN(C)C=O.CN(C)C=O.ClCCCl.ClCCCl.ClCCCl.ClCCCl. The gap between HOMO and LUMO comes out at 9.02 eV. The energy is -5486.92216 a.u. The molar mass is 834.4 u. The calculation puts the LUMO energy at 0.3 eV.



DFT (the ωB97M-V functional and the def2-TZVPD basis) results for a structure of composition C4H6O2.

Structure (XYZ):
```
12
C4H6O2 (the ωB97M-V functional and the def2-TZVPD basis)
H 2.17614 -0.62182 0.09891
O 0.24940 -1.44302 0.29342
H 0.94373 0.75801 1.41208
H -1.40620 -0.78475 1.38274
C -0.53012 0.63036 -0.00421
H 1.15101 -0.51718 -1.35630
C 1.17126 -0.43553 -0.25835
C 0.79648 0.95620 0.33674
C -0.98827 -0.76667 0.36785
H -0.62541 2.06214 -1.09107
H -1.72420 -1.17261 -0.33654
O -1.18548 1.26869 -0.92262
```

Its relative energy (zero: lowest compared OMol25 entry of this formula, charge and spin) is 4.480 eV. The gap between HOMO and LUMO comes out at 8.07 eV. The energy is -306.34167 a.u. The molar mass is 86.1 u. The calculation puts the LUMO energy at 0.1 eV.



DFT (the ωB97M-V functional and the def2-TZVPD basis) results for an isolated molecule of C5H8N2 at a distorted geometry.

Structure (XYZ):
```
15
C5H8N2 (the ωB97M-V functional and the def2-TZVPD basis)
C -1.16263 0.18404 -1.94323
H 1.75135 1.44057 2.47208
C -0.14435 0.92351 -0.17171
N 1.50185 1.57153 1.48300
H -1.66680 -0.34991 -2.68344
C -0.76164 -1.66066 -0.07849
H -0.12385 -2.34859 -0.73886
H -1.70847 -2.03113 -0.10227
C -0.95362 -0.23029 -0.56021
H 2.38887 2.08731 1.17292
H -0.48976 -1.83154 0.87368
C 0.01998 0.88919 -1.66820
N 1.10252 0.62277 0.58323
H 1.55758 -0.27407 0.26997
H -0.68351 1.67582 0.39528
```

Its relative energy (zero: lowest compared OMol25 entry of this formula, charge and spin) is 4.559 eV. The gap between HOMO and LUMO (alpha / beta) comes out at 6.62 / 7.46 eV. The spin multiplicity is 3. The energy is -304.50060 a.u. The molar mass is 96.1 u. The calculation puts the LUMO energy (alpha / beta) at 1.1 / -1.1 eV.



DFT (the ωB97M-V functional and the def2-TZVPD basis) results for a cluster of 4 separate species, C29H38BF3N4O14S in total at a distorted geometry.

Structure (XYZ):
```
90
C29H38BF3N4O14S (the ωB97M-V functional and the def2-TZVPD basis)
C 5.47981 2.35998 1.18177
H -1.88889 -4.04546 5.59287
O -0.60973 -3.35751 -1.32193
C 3.21918 4.82385 -1.83256
C -0.20449 -2.66166 -2.39970
H 0.59208 2.01307 -6.15806
C -0.34204 1.46936 -6.27007
C -1.56919 2.03201 0.60249
H -2.00497 -3.35771 0.19735
C -2.38811 -3.25839 6.15960
H 2.48629 5.33555 -2.45335
C -1.57775 -1.35073 1.56397
H -3.40616 2.99322 0.08926
H 6.91557 0.67162 1.07980
H 0.44174 -4.75365 -0.19232
H 1.28294 -5.06864 1.34534
S -5.02630 1.52812 -2.45996
H -5.07454 2.73390 -1.87473
H -0.50132 1.23994 -7.32458
C -3.46449 -1.89554 4.72208
N 1.16607 3.87534 -1.02686
O 5.57007 3.12511 -1.24343
H 2.20479 0.67142 2.63036
C 1.38248 0.13489 2.16907
H 3.87038 4.29677 -2.52252
N 3.95318 5.78309 -0.98970
H 6.40977 2.88853 1.38226
H -4.86697 0.98755 0.17252
C 1.59342 -6.60802 -0.14106
F -0.32108 -2.11313 5.88717
H 5.32863 0.20919 1.65725
C -0.84148 1.08935 1.39887
O -2.36873 1.11451 -5.27771
H 6.49167 3.03491 -0.97835
H -2.52521 -3.58639 7.18626
F -2.16951 2.95371 -6.58393
O -0.64505 -8.41736 1.61957
H 3.50608 6.68478 -1.08767
H 4.79759 2.38686 2.02132
F 2.92162 -6.35436 -0.04576
C 1.24097 2.03842 0.56362
C 0.01989 -7.56504 1.13768
C -1.62808 -2.69239 -0.57248
O 0.90651 -2.72441 -2.79302
H 5.58211 0.50055 -0.04093
C -3.60363 0.82619 -1.55470
H -3.48641 -0.01621 0.44212
H -1.29400 2.78788 -4.79302
H -1.51338 -0.56715 -0.47290
H -0.99417 -2.02462 2.18802
C 0.54573 1.09940 1.37458
H -1.14001 -0.00813 3.19780
H -2.60387 -1.71997 1.60513
C 5.85138 0.85067 0.95572
H -1.83213 -1.25021 6.87246
N -1.45905 3.38847 -2.28613
O -1.89581 -0.91339 -4.40299
H -0.03999 -1.40437 0.04685
C -0.86330 2.93243 -0.16349
C 2.47059 3.82723 -0.99267
C -1.65655 -1.94064 6.04604
H -3.40587 2.20929 1.63920
H -2.59003 0.41989 2.38274
H -0.95947 -2.06040 -2.92444
C -3.08451 2.09518 0.60560
O 1.27963 -7.74619 0.64589
H -2.71200 1.36957 -1.84383
O -3.64591 -2.95161 5.54794
O -0.32024 0.25677 -5.50641
H 1.85374 -0.57890 1.49502
H -2.48122 -2.45442 -1.21002
C -1.58145 0.06227 2.21426
O -1.79628 4.16534 -3.08211
N 2.60633 2.00820 0.54409
C -3.80456 0.90603 -0.03456
C -1.52637 2.18749 -5.66868
O -2.19785 -1.39577 4.85590
O -0.36414 -6.27357 0.99089
O -4.28113 -1.45678 3.98745
C 0.54997 2.96319 -0.21546
C -1.12766 -1.39758 0.10563
C 0.76075 -5.52739 0.50323
C -1.56328 0.05250 -5.00680
C 3.21555 2.89531 -0.20886
H 4.88611 5.91326 -1.35961
H 1.34331 -6.81060 -1.18351
B 4.79871 2.83562 -0.15249
H 0.81158 -0.38405 2.92582
H -3.54074 -0.19362 -1.91857
O -1.54711 3.85818 -0.96093
```

The structure (SMILES) is CCB(O)c1nc2c(C)c(CCCCOC=O)c(CCCS)c(ON=O)c2nc1CN.O=C1OC[C@@H](F)O1.O=C1OC[C@@H](F)O1.O=C1OC[C@@H](F)O1. The gap between HOMO and LUMO comes out at 8.41 eV. The energy is -3122.89667 a.u. The molar mass is 766.5 u. The calculation puts the LUMO energy at -0.4 eV.



DFT (the ωB97M-V functional and the def2-TZVPD basis) results for a structure of composition C17H13MnN2O2Te4.

Structure (XYZ):
```
39
C17H13MnN2O2Te4 (the ωB97M-V functional and the def2-TZVPD basis)
H 5.48705 2.75871 1.59333
H 1.41178 0.87274 4.81504
C 4.06651 2.09642 3.09269
H -1.14908 0.55467 4.04343
C -3.23949 -1.49836 1.51558
H 2.88378 1.41212 6.70326
H 5.88063 2.81576 3.99132
C 4.49638 2.34441 1.74378
C -2.05118 -1.99692 -0.98480
C 3.21640 1.60419 5.69079
H 5.12973 2.38741 6.30680
O 1.69009 1.35714 -0.19757
H -3.07026 -1.73758 -1.26242
H -3.30816 -0.46091 4.74235
C -1.28487 -0.19232 2.05200
Mn -0.06209 0.61933 -0.38536
C -3.68372 -1.33505 2.82028
H -3.84010 -2.04301 0.80333
H 4.02855 2.27392 -0.33429
N -0.07505 0.35516 1.54560
C -1.74070 -0.02735 3.35126
Te -2.08834 2.30514 -0.45679
H -2.00332 -2.95685 -0.47063
C -2.94314 -0.59911 3.73321
Te -4.25483 1.10031 -1.27905
H -4.62967 -1.77114 3.11371
O -1.50942 -0.98009 -0.12654
N 0.75462 0.70135 2.45201
C 4.90097 2.39304 4.18374
C -2.04328 -0.91481 1.14000
Te 0.25626 -0.01315 -2.92911
C 3.71016 2.08293 0.68156
C 2.39076 1.54001 0.85163
Te -0.18183 2.54186 -2.42698
C 2.79207 1.54805 3.31414
C 4.48471 2.15430 5.46987
H -1.43436 -2.00932 -1.87369
C 1.93782 1.24943 2.16982
C 2.38649 1.30288 4.63601
```

Its relative energy (zero: lowest compared OMol25 entry of this formula, charge and spin) is 0.000 eV. The gap between HOMO and LUMO (alpha / beta) comes out at 5.33 / 5.39 eV. The energy is -3138.64182 a.u. The molar mass is 842.6 u. The calculation puts the LUMO energy (alpha / beta) at -1.8 / -1.7 eV.



Which of these has the highest molar mass?
C17H13MnN2O2Te4